1.
The molecule C5H11BrO in a non-equilibrium geometry. Source: the Open Molecules 2025 dataset; level of theory: wB97M-V/def2-TZVPD.

Summary:
Energy above the lowest of the compared OMol25 structures with the same formula, charge and spin   13.1 kcal/mol
Largest force on an atom   3.4 eV/Å
Total charge   0
Structure (SMILES)   CC(C)[C@](C)(O)Br
Calculated total energy   -2846.3402 a.u.
Orbital gap   10.8 eV
HOMO   -0.3690 Eh

Each line ends with the Mulliken charge.
Geometry (Å):
C (0.766, 1.499, 0.792)  -1.279
C (0.610, 0.626, -1.568)  -1.476
C (-0.867, -1.323, 1.448)  -1.227
C (0.591, 0.172, -0.106)  0.411
C (-0.659, -0.775, 0.103)  0.588
O (-0.481, -1.826, -0.918)  -0.539
Br (-2.297, 0.255, -0.404)  -0.185
H (1.714, 1.916, 0.657)  0.440
H (-0.021, 2.199, 0.461)  0.277
H (0.710, 1.283, 1.884)  0.353
H (-0.270, 1.173, -1.941)  0.346
H (1.491, 1.324, -1.790)  0.336
H (0.702, -0.192, -2.302)  0.464
H (-0.417, -0.577, 2.154)  0.262
H (-0.491, -2.350, 1.462)  0.341
H (-1.975, -1.498, 1.668)  0.353
H (1.369, -0.536, 0.171)  0.178
H (-0.474, -1.370, -1.771)  0.358


2.
A cluster of 2 separate species, C5H11BrO in total in a non-equilibrium geometry. Source: the Open Molecules 2025 dataset; level of theory: wB97M-V/def2-TZVPD.

Summary:
Energy above the lowest of the compared OMol25 structures with the same formula, charge and spin   87.2 kcal/mol
Largest force on an atom   5.5 eV/Å
Total charge   0
Calculated total energy   -2846.2222 a.u.
Orbital gap   8.5 eV
HOMO   -0.2863 Eh

Each line ends with the Mulliken charge.
Geometry (Å):
C (1.507, -0.988, -1.540)  -1.350
C (0.286, 1.388, 0.012)  -1.429
C (0.327, -1.080, -0.499)  -0.067
C (-0.465, 0.215, -0.429)  -0.032
C (-1.635, -0.144, 1.548)  -0.336
O (-2.009, 1.175, 1.725)  -0.464
Br (-0.310, -0.903, 2.776)  -0.201
H (1.127, -1.080, -2.510)  0.363
H (2.321, -1.731, -1.203)  0.318
H (1.913, -0.052, -1.351)  0.413
H (0.687, 1.248, 0.967)  0.404
H (0.873, 1.428, -0.925)  0.421
H (-0.274, 2.356, 0.012)  0.297
H (0.897, -1.215, 0.423)  0.148
H (-0.287, -1.938, -0.959)  0.270
H (-1.326, 0.373, -1.057)  0.365
H (-2.377, -0.862, 1.413)  0.492
H (-1.257, 1.810, 1.596)  0.389


3.
A cluster of 2 separate species, C5H11BrO2 in total in a non-equilibrium geometry. Source: the Open Molecules 2025 dataset; level of theory: wB97M-V/def2-TZVPD.

Summary:
Energy above the lowest of the compared OMol25 structures with the same formula, charge and spin   14.9 kcal/mol
Largest force on an atom   3.6 eV/Å
Total charge   0
Calculated total energy   -2921.5426 a.u.
Orbital gap   9.1 eV
HOMO   -0.3108 Eh

Each line ends with the Mulliken charge.
Geometry (Å):
C (1.470, 1.043, 0.383)  -1.502
C (-1.092, 0.994, 0.635)  -1.675
C (-0.302, -1.286, -1.418)  -0.390
C (0.190, -1.568, -0.015)  -0.233
C (0.245, 0.367, 0.918)  1.106
O (-0.448, -2.423, -2.234)  -0.529
O (0.437, 0.022, 2.235)  -0.518
Br (1.961, -2.291, 0.023)  -0.151
H (1.392, 1.225, -0.684)  0.316
H (1.599, 1.995, 0.903)  0.415
H (2.346, 0.432, 0.590)  0.386
H (-1.909, 0.291, 0.790)  0.406
H (-1.229, 1.824, 1.333)  0.455
H (-1.141, 1.381, -0.376)  0.361
H (0.368, -0.557, -1.901)  0.244
H (-1.302, -0.847, -1.364)  0.238
H (-0.474, -2.177, 0.589)  0.361
H (0.412, -2.847, -2.340)  0.348
H (-0.377, -0.322, 2.619)  0.362